No. 1
# C10H22N3O2

A 2-piece molecular cluster, C10H22N3O2 overall (wB97M-V/def2-TZVPD, the OMol25 dataset).

The net charge is +1. Its LUMO energy is -0.1009 hartree. The HOMO energy is -0.4358 Eh. The energy relative to the best compared isomer or geometry (same formula, charge and spin) comes out at 60.9 kcal per mole. The value obtained for the calculated total energy is -708.6135 Eh.

Each line ends with the Löwdin charge.
Element x y z (Å)
N: -0.191 0.492 0.210  0.13
H: 0.235 1.384 0.020  0.08
C: 3.470 1.043 -0.363  -0.18
H: -5.925 1.607 0.634  0.13
C: 2.916 2.452 -0.341  0.02
H: -3.321 2.211 0.730  0.14
H: 3.285 0.469 -1.269  0.14
C: 2.962 -1.337 0.357  -0.13
C: 5.360 -1.425 -0.560  0.00
H: 4.914 -0.966 -1.518  0.12
H: -4.150 0.932 1.776  0.15
N: -2.904 0.209 0.171  -0.13
C: 4.415 -0.838 0.491  -0.29
N: 1.990 -0.264 0.195  -0.03
H: 4.769 -1.045 1.428  0.12
H: 1.904 2.386 -0.747  0.08
C: -3.805 1.191 0.705  -0.19
H: 5.176 -2.537 -0.609  0.11
H: 2.734 2.705 0.635  0.06
C: -5.185 1.146 -0.040  -0.22
H: 0.507 -1.485 0.831  0.17
H: 3.685 3.096 -0.858  0.13
O: -5.624 -0.149 -0.087  -0.14
H: 2.500 -1.873 1.319  0.17
O: 4.317 0.610 0.460  0.05
C: -3.437 -1.092 0.163  -0.23
H: -2.933 0.581 -0.816  0.15
C: -4.790 -1.164 -0.532  -0.20
H: -4.672 -1.091 -1.727  0.17
H: 2.811 -1.973 -0.562  0.14
H: -5.264 1.661 -1.117  0.16
H: -5.298 -2.098 -0.333  0.12
H: -3.514 -1.509 1.199  0.15
C: 0.742 -0.423 0.416  -0.24
H: 6.387 -1.377 -0.248  0.08
H: -2.793 -1.830 -0.307  0.12
H: -1.273 0.302 0.295  0.08


No. 2
# C10H22OSi

A 2-piece molecular cluster, C10H22OSi overall (wB97M-V/def2-TZVPD, the OMol25 dataset).

The net charge is 0. Its LUMO energy is 0.0228 hartree. Its structure (SMILES) is CC(C)=[Si](C(C)C)C(C)C.C=O. The HOMO energy is -0.2731 Eh. The energy relative to the best compared isomer or geometry (same formula, charge and spin) comes out at 0.0 kcal per mole. The value obtained for the calculated total energy is -758.8681 Eh.

Each line ends with the Löwdin charge.
Element x y z (Å)
C: 4.276 0.312 1.084  -0.17
H: -3.558 0.665 -0.604  0.07
H: 1.884 -0.736 -1.631  0.05
C: -3.067 1.517 -0.137  -0.14
H: -3.154 0.855 2.511  0.08
C: 0.121 -2.407 0.812  -0.13
H: 1.157 -2.225 0.532  0.07
H: -1.434 1.963 1.156  0.09
H: -0.040 -1.988 1.804  0.06
O: 5.354 -0.028 0.691  0.00
H: 1.932 2.743 -0.184  0.07
H: 0.374 -2.345 -1.924  0.06
H: -3.812 2.057 0.450  0.07
H: -0.879 -3.511 -1.504  0.08
C: -1.911 1.065 0.754  -0.50
H: 2.169 0.777 -2.498  0.08
C: -0.827 -1.780 -0.211  -0.49
H: -1.312 -2.005 -2.316  0.07
H: -2.944 -0.642 1.611  0.07
H: 3.483 -0.409 1.340  0.08
H: -2.707 2.178 -0.921  0.07
H: -0.033 -3.485 0.867  0.08
C: -2.439 0.261 1.942  -0.14
H: 0.176 2.923 -0.146  0.05
H: 4.000 1.368 1.238  0.08
C: 2.026 0.333 -1.510  -0.15
Si: -0.575 0.119 -0.249  0.92
C: 1.002 2.480 -0.692  -0.15
C: -0.650 -2.447 -1.573  -0.13
H: 2.957 0.490 -0.951  0.04
H: 1.037 2.937 -1.683  0.08
C: 0.873 0.979 -0.791  -0.46
H: -1.629 -0.022 2.613  0.07
H: -1.850 -1.992 0.120  0.09


No. 3
# C10H22Si

An isolated molecule of C10H22Si (wB97M-V/def2-TZVPD, the OMol25 dataset).

The net charge is 0. Its LUMO energy is 0.0348 hartree. Its structure (SMILES) is C/C=C/[Si](C)(C(C)C)C(C)C. The HOMO energy is -0.3313 Eh. The energy relative to the best compared isomer or geometry (same formula, charge and spin) comes out at 0.0 kcal per mole. The value obtained for the calculated total energy is -683.6560 Eh.

Each line ends with the Löwdin charge.
Element x y z (Å)
H: 2.747 1.098 1.563  0.07
H: 0.530 2.452 0.939  0.00
H: -0.942 -3.581 -0.597  0.06
H: -1.321 0.105 -1.881  0.07
H: 1.205 -3.854 -0.162  0.09
H: 2.382 -2.552 -0.458  0.07
C: -0.084 0.074 2.081  -0.16
H: 0.592 -0.517 2.650  0.00
H: 1.962 3.177 0.210  0.07
Si: 0.078 -0.091 0.168  0.66
C: 2.812 0.734 0.543  -0.14
C: 1.053 2.590 0.047  -0.12
C: -1.331 0.550 -0.906  -0.18
H: -1.152 -2.662 0.988  0.13
H: 2.888 -0.306 0.574  0.02
H: -1.067 -0.140 2.604  0.05
C: -0.966 -2.578 -0.194  -0.16
H: 0.367 2.995 -0.767  0.09
H: 1.817 1.174 -1.359  0.10
C: -3.498 1.589 -1.173  -0.10
C: 1.463 -2.775 0.098  -0.13
H: -4.351 1.816 -0.487  0.09
H: 0.322 -1.784 -1.468  0.09
H: -1.778 -2.118 -0.736  0.05
H: 0.271 1.090 2.408  0.04
C: 0.368 -1.875 -0.404  -0.51
H: -3.660 0.680 -1.684  0.05
H: -3.345 2.425 -1.821  0.07
C: -2.285 1.267 -0.346  -0.23
H: -2.238 1.537 0.704  0.09
H: 3.750 1.187 0.183  0.08
C: 1.571 1.102 -0.276  -0.43
H: 1.595 -2.665 1.259  0.11


No. 4
# C10H23AsCl3N4RhS2Si

C10H23AsCl3N4RhS2Si as an isolated structure (wB97M-V/def2-TZVPD, the OMol25 dataset).

The net charge is +2. Its LUMO energy is -0.2678 hartree. The HOMO energy is -0.5436 Eh. The energy relative to the best compared isomer or geometry (same formula, charge and spin) comes out at 4.3 kcal per mole. The value obtained for the calculated total energy is -5426.3375 Eh.

Each line ends with the Löwdin charge.
Element x y z (Å)
C: -0.194 3.478 1.263  -0.75
C: 0.720 5.040 -0.434  -0.05
H: 2.855 -2.561 -3.514  0.14
N: 2.059 -1.123 -0.671  -0.11
C: -0.823 -2.607 -1.203  -0.23
H: -0.488 -2.318 -2.198  0.05
N: -1.187 3.130 2.059  -0.04
H: 1.617 -0.280 -2.606  0.11
C: 2.670 -2.250 -0.324  -0.17
H: -2.682 -2.859 1.210  0.05
C: 2.037 -1.102 -2.053  -0.13
H: -2.265 -1.317 1.999  -0.01
C: -2.751 -1.775 1.142  -0.23
Si: 0.978 -0.515 2.353  -0.82
N: 3.046 -2.932 -1.409  -0.10
S: -0.831 0.704 -0.247  0.28
Cl: 0.525 -2.518 2.286  0.35
H: 3.024 -5.031 -1.293  0.10
Cl: -0.402 0.208 3.692  0.35
H: 4.258 -4.332 -2.363  0.10
C: -3.272 -0.769 -1.749  -0.23
H: 2.880 -2.572 0.681  0.11
C: 3.739 -4.220 -1.415  0.03
H: -1.141 5.092 0.566  0.14
H: -1.006 2.364 2.690  0.04
H: -3.795 -1.469 1.102  0.05
H: -2.938 3.839 1.132  0.10
S: 1.321 2.592 1.334  0.65
C: -2.472 3.810 2.118  -0.03
As: -1.895 -1.191 -0.482  0.84
Rh: 1.289 0.473 0.415  0.26
H: 4.469 -4.242 -0.611  0.11
C: 2.647 -2.222 -2.514  -0.02
H: -2.815 -0.442 -2.681  0.05
H: -2.362 4.824 2.507  0.11
N: -0.311 4.524 0.466  0.00
H: -3.898 0.022 -1.341  0.05
H: -3.123 3.258 2.789  0.10
H: 0.238 5.697 -1.152  0.10
H: 1.196 4.220 -0.964  0.07
H: -3.870 -1.665 -1.917  0.06
H: 0.028 -2.776 -0.548  -0.01
Cl: 2.890 -0.286 3.028  0.36
H: 1.473 5.600 0.117  0.10
H: -1.441 -3.503 -1.261  0.06


No. 5
# C10H23CoN9O6

C10H23CoN9O6 as an isolated structure (wB97M-V/def2-TZVPD, the OMol25 dataset).

The net charge is +1. Its LUMO energy (spin up / spin down) is -0.1422 / -0.1957 hartree. As for the spin multiplicity: 5. The HOMO energy (spin up / spin down) is -0.3642 / -0.4633 Eh. The energy relative to the best compared isomer or geometry (same formula, charge and spin) comes out at 3.1 kcal per mole. As for the expectation value of S²: 6.084. The value obtained for the calculated total energy is -2721.3088 Eh.

Each line ends with the Löwdin charge.
Element x y z (Å)
Co: -0.394 -0.127 -0.578  0.42
C: 2.763 -2.769 -0.687  0.00
O: -1.869 1.688 -2.183  0.04
C: 1.562 -1.057 -2.257  -0.19
H: -3.776 0.417 2.419  0.11
N: 0.961 -1.250 -0.037  -0.11
N: -3.291 -2.713 -2.003  0.15
H: -3.265 2.083 2.723  0.09
H: -4.388 2.427 0.031  0.10
H: 1.965 1.104 -0.548  0.07
H: 3.154 1.013 2.663  0.04
H: -3.218 -4.491 0.647  0.11
N: -2.926 -3.166 -0.768  -0.25
N: -3.275 -4.444 -0.362  0.14
N: -1.580 1.253 -0.939  -0.08
H: 2.656 -0.207 -3.878  0.11
C: -2.089 1.030 1.273  -0.22
C: 2.323 -1.189 -3.519  0.01
H: 1.121 3.451 -1.817  0.10
C: 1.792 -1.705 -1.024  -0.20
H: -1.164 1.220 -2.766  0.08
O: -0.800 -0.621 2.163  0.03
H: 2.258 -3.618 -0.207  0.11
N: 0.433 -0.283 -2.212  -0.12
O: 2.975 1.956 2.482  -0.07
H: 2.377 2.223 3.208  0.05
N: -1.919 -2.536 -0.206  0.15
C: -2.351 1.735 0.063  -0.22
H: 3.513 -2.393 0.024  0.11
H: 3.276 -3.149 -1.577  0.09
C: -2.484 -1.664 -2.131  -0.14
H: -3.218 3.604 0.609  0.10
H: 1.963 2.753 0.056  0.09
C: 1.358 2.012 -0.485  -0.12
H: 0.071 -1.134 1.829  0.06
H: 1.726 -1.657 -4.313  0.11
N: -1.675 -1.506 -1.065  -0.03
H: -2.334 0.714 3.386  0.09
O: 1.051 2.481 -1.828  -0.12
C: -2.895 1.072 2.516  0.00
H: 3.212 -1.804 -3.349  0.09
H: -2.483 -1.029 -3.010  0.12
H: -3.285 3.212 -1.142  0.09
O: -0.040 0.183 -3.314  -0.02
N: -1.094 0.127 1.099  -0.10
H: 0.441 1.812 0.094  0.06
O: 1.225 -1.673 1.160  -0.02
H: -4.172 -4.697 -0.758  0.11
C: -3.365 2.801 -0.129  0.00


No. 6
# C10H23FN2O6S

A 5-piece molecular cluster, C10H23FN2O6S overall (wB97M-V/def2-TZVPD, the OMol25 dataset).

The net charge is 0. Its LUMO energy is 0.0193 hartree. Its structure (SMILES) is NN(c1ccccc1)S(=O)(=O)F.CO.CO.CO.CO. The HOMO energy is -0.3631 Eh. The energy relative to the best compared isomer or geometry (same formula, charge and spin) comes out at 0.0 kcal per mole. The value obtained for the calculated total energy is -1453.7196 Eh.

Each line ends with the Löwdin charge.
Element x y z (Å)
H: 6.077 -1.388 -5.153  0.08
O: 2.462 -2.868 -1.812  -0.12
C: -2.717 -0.436 1.757  -0.27
H: 5.401 0.064 1.905  0.08
H: -6.499 3.981 0.797  0.08
H: -6.460 0.194 1.183  0.11
H: 4.442 0.797 -0.095  0.07
C: -4.519 1.088 1.358  -0.05
H: -0.883 0.850 3.170  0.09
O: -5.585 4.112 0.528  -0.14
O: 5.402 0.791 -0.047  -0.12
H: 3.295 -0.964 -1.885  0.08
H: 4.423 -2.324 -1.929  0.07
O: 1.028 -0.527 1.120  -0.26
H: -5.346 5.784 1.761  0.08
C: 5.791 -0.180 0.913  -0.16
C: -3.168 0.861 1.557  -0.03
S: -0.323 -0.475 0.679  0.61
N: -1.316 -0.722 1.980  -0.26
C: -3.596 -1.506 1.768  -0.02
C: 5.494 -2.302 -5.063  -0.16
H: -3.217 -2.506 1.941  0.12
N: -0.803 -0.163 3.187  0.07
C: -5.265 5.488 0.713  -0.15
H: -4.235 5.617 0.391  0.08
O: -0.708 0.589 -0.183  -0.23
H: 5.369 -2.735 -6.059  0.07
H: 5.455 -1.180 0.632  0.06
F: -0.634 -1.795 -0.101  -0.13
H: -5.642 -2.107 1.566  0.11
H: 6.878 -0.182 0.959  0.08
H: -4.858 2.104 1.192  0.08
H: 0.163 -0.443 3.289  0.08
C: -4.946 -1.275 1.564  -0.07
H: -2.461 1.685 1.541  0.12
H: 6.048 -3.008 -4.437  0.08
O: 4.250 -1.945 -4.480  -0.13
H: 1.658 -2.531 -1.408  0.05
H: 3.630 -1.896 -0.398  0.06
H: 3.717 -2.739 -4.380  0.07
H: -5.905 6.133 0.107  0.08
C: 3.506 -1.956 -1.482  -0.17
C: -5.403 0.016 1.354  -0.07